This record from the Open Molecules 2025 dataset describes a cluster of 16 separate species, C18H68O16 in total. The level of theory is ωB97M-V/def2-TZVPD.

Geometry (Å):
1 C 4.943 -3.097 2.119
2 C 3.852 -4.078 1.650
3 O 2.565 -3.367 1.683
4 H 5.899 -3.627 2.065
5 H 4.766 -2.783 3.140
6 H 4.943 -2.254 1.414
7 H 3.704 -4.942 2.317
8 H 4.021 -4.497 0.648
9 H 1.860 -3.750 1.125
10 C -3.386 -2.521 0.883
11 C -4.476 -2.957 1.776
12 O -4.732 -1.948 2.774
13 H -2.517 -2.210 1.423
14 H -3.670 -1.665 0.236
15 H -3.063 -3.320 0.262
16 H -4.201 -3.936 2.220
17 H -5.369 -3.138 1.215
18 H -5.561 -2.205 3.207
19 C 3.096 3.232 1.103
20 C 3.462 3.851 -0.208
21 O 2.409 3.800 -1.164
22 H 3.782 3.517 1.904
23 H 3.016 2.164 1.181
24 H 2.134 3.678 1.425
25 H 4.258 3.319 -0.696
26 H 3.823 4.858 -0.036
27 H 1.653 4.294 -0.798
28 C -0.472 1.090 0.067
29 C -0.286 -0.440 -0.005
30 O 1.120 -0.767 -0.245
31 H -0.212 1.542 -0.878
32 H 0.150 1.386 0.893
33 H -1.524 1.377 0.222
34 H -0.908 -0.857 -0.816
35 H -0.524 -0.882 0.996
36 H 1.286 -1.710 -0.322
37 C -5.075 0.195 -3.583
38 C -4.521 -0.601 -2.420
39 O -3.669 0.178 -1.625
40 H -4.305 0.292 -4.345
41 H -5.357 1.231 -3.343
42 H -5.876 -0.381 -4.057
43 H -4.076 -1.536 -2.780
44 H -5.289 -0.900 -1.695
45 H -2.867 0.235 -2.163
46 C 5.549 -2.146 -2.042
47 C 4.533 -1.062 -1.665
48 O 4.763 0.085 -2.508
49 H 5.492 -2.964 -1.292
50 H 6.582 -1.771 -2.103
51 H 5.301 -2.599 -2.997
52 H 4.594 -0.777 -0.624
53 H 3.486 -1.439 -1.845
54 H 4.096 0.757 -2.208
55 C -2.165 2.396 -4.217
56 C -1.092 1.317 -3.972
57 O -1.755 0.127 -3.456
58 H -1.678 3.149 -4.871
59 H -2.460 2.785 -3.271
60 H -2.946 1.877 -4.742
61 H -0.340 1.694 -3.275
62 H -0.640 1.089 -4.938
63 H -1.042 -0.528 -3.346
64 C -1.516 4.288 -1.233
65 C -0.954 4.381 0.225
66 O 0.240 5.134 0.138
67 H -2.552 3.894 -1.183
68 H -0.826 3.693 -1.848
69 H -1.544 5.292 -1.662
70 H -0.688 3.365 0.549
71 H -1.656 4.851 0.882
72 H 0.718 5.239 0.949
73 C -0.040 -1.974 5.180
74 C -0.821 -1.300 3.992
75 O -1.151 0.033 4.377
76 H -0.689 -1.996 6.048
77 H 0.863 -1.394 5.459
78 H 0.218 -3.030 5.030
79 H -1.731 -1.848 3.719
80 H -0.170 -1.190 3.067
81 H -1.830 0.311 3.757
82 O 2.084 1.161 -2.133
83 H 2.226 2.085 -1.858
84 H 1.912 0.712 -1.275
85 O 2.795 -0.625 2.189
86 H 2.166 -0.335 1.512
87 H 2.651 -1.599 2.183
88 O 0.384 -4.399 0.493
89 H 0.135 -4.810 -0.363
90 H -0.205 -4.769 1.161
91 O 1.132 1.511 3.208
92 H 1.978 1.022 3.251
93 H 0.569 1.209 3.934
94 O -2.924 0.523 2.507
95 H -3.559 -0.212 2.502
96 H -3.159 1.094 1.740
97 O -4.102 1.906 0.316
98 H -3.958 1.366 -0.487
99 H -5.028 1.817 0.606
100 O 0.932 -1.125 -3.294
101 H 1.664 -0.555 -3.006
102 H 1.352 -1.586 -4.026

Forces on atoms 1 to 2 (eV/Å):
C -0.5 -1.0 -1.1
C -1.4 0.2 0.4

Computed properties:
HOMO energy: -9.33 eV
relative energy (zero: lowest compared OMol25 entry of this formula, charge and spin): 0.0 kcal per mole
frontier orbital gap: 9.1 eV
total energy: -52528.579 eV
strongest force on any atom: 2.24 eV Å⁻¹

***

This record from the Open Molecules 2025 dataset describes a structure of composition C18H8Cl4N4O3S5Ti. The level of theory is ωB97M-V/def2-TZVPD.

Geometry (Å):
1 Ti 0.280 0.108 1.062
2 Cl -4.885 -3.805 -0.567
3 C -3.826 -2.732 0.280
4 C -4.212 -2.167 1.489
5 Cl -5.749 -2.565 2.168
6 C -3.367 -1.271 2.153
7 Cl -3.833 -0.547 3.647
8 C -2.132 -0.939 1.610
9 O -1.280 -0.075 2.089
10 C -1.717 -1.565 0.406
11 O -0.504 -1.218 0.012
12 C -2.572 -2.425 -0.261
13 Cl -2.057 -3.086 -1.775
14 S -1.559 1.886 -0.077
15 C -0.870 3.370 0.523
16 C -1.510 4.557 0.070
17 N -2.061 5.502 -0.298
18 C 0.220 3.464 1.348
19 S 1.059 2.162 2.135
20 C 0.717 4.767 1.661
21 N 1.148 5.808 1.905
22 S 1.054 -1.064 3.135
23 C 2.533 -1.488 2.362
24 S 2.565 -1.049 0.709
25 C 3.585 -2.122 3.012
26 C 3.517 -2.506 4.376
27 N 3.508 -2.853 5.478
28 C 4.795 -2.447 2.349
29 N 5.800 -2.727 1.854
30 O 1.086 0.851 -0.546
31 S 0.525 1.595 -1.751
32 C 1.941 1.281 -2.916
33 C 1.643 -0.020 -3.637
34 C 0.160 0.063 -3.986
35 C -0.538 0.429 -2.686
36 H 2.844 1.260 -2.309
37 H 1.967 2.135 -3.598
38 H 1.813 -0.856 -2.955
39 H 2.270 -0.156 -4.522
40 H -0.229 -0.874 -4.389
41 H -0.002 0.846 -4.733
42 H -0.622 -0.430 -2.021
43 H -1.509 0.904 -2.806

Forces on atoms 1 to 2 (eV/Å):
Ti 2.2 0.7 1.1
Cl 0.0 -0.1 0.0

Computed properties:
HOMO energy: -2.54 eV
relative energy (zero: lowest compared OMol25 entry of this formula, charge and spin): 8.0 kcal per mole
frontier orbital gap: 6.3 eV
total energy: -158285.795 eV
total charge: -2
strongest force on any atom: 2.51 eV Å⁻¹

***

This record from the Open Molecules 2025 dataset describes a cluster of 14 separate species, C18H8Cl52N2OP in total. The level of theory is ωB97M-V/def2-TZVPD.

Geometry (Å):
1 C 1.407 -4.120 2.035
2 P 0.006 -2.934 2.201
3 O 0.062 -2.010 0.844
4 C -1.578 -3.870 2.068
5 C -1.615 -5.273 2.028
6 C -2.896 -5.824 1.915
7 N -4.054 -5.234 1.870
8 N -4.002 -3.919 1.925
9 C -2.853 -3.279 1.997
10 H 2.135 -3.882 2.809
11 H 1.847 -4.078 1.033
12 H 1.071 -5.153 2.173
13 H 0.488 -1.163 1.020
14 H -0.715 -5.870 2.086
15 H -2.936 -6.933 1.857
16 H -4.882 -3.401 1.868
17 H -2.921 -2.182 2.007
18 C -5.225 -4.513 5.538
19 Cl -3.669 -5.196 5.036
20 Cl -5.505 -4.880 7.236
21 Cl -5.186 -2.758 5.301
22 Cl -6.517 -5.213 4.555
23 C -1.884 -0.753 -2.542
24 Cl -3.063 0.531 -2.779
25 Cl -2.082 -1.985 -3.791
26 Cl -0.254 -0.077 -2.631
27 Cl -2.146 -1.482 -0.945
28 C -2.305 0.931 4.099
29 Cl -2.171 2.544 3.397
30 Cl -3.841 0.775 4.956
31 Cl -2.234 -0.276 2.790
32 Cl -0.970 0.656 5.216
33 C 1.801 1.194 -6.489
34 Cl 3.548 1.039 -6.282
35 Cl 1.303 0.352 -7.959
36 Cl 0.978 0.481 -5.089
37 Cl 1.355 2.906 -6.611
38 C 5.791 4.793 -7.154
39 Cl 6.204 6.330 -6.382
40 Cl 6.780 3.495 -6.467
41 Cl 4.083 4.433 -6.875
42 Cl 6.099 4.906 -8.889
43 C -6.471 -0.672 -0.334
44 Cl -6.028 0.878 0.382
45 Cl -5.383 -1.935 0.319
46 Cl -8.139 -1.062 0.073
47 Cl -6.279 -0.600 -2.078
48 C 0.833 5.939 3.347
49 Cl 0.872 6.492 1.666
50 Cl -0.362 4.636 3.513
51 Cl 2.427 5.330 3.802
52 Cl 0.390 7.284 4.400
53 C -2.665 -9.238 -0.953
54 Cl -2.677 -8.698 -2.631
55 Cl -3.831 -10.541 -0.735
56 Cl -1.050 -9.803 -0.519
57 Cl -3.105 -7.870 0.108
58 C 8.986 3.743 -3.026
59 Cl 9.265 4.072 -1.311
60 Cl 8.092 2.223 -3.196
61 Cl 8.047 5.057 -3.738
62 Cl 10.537 3.607 -3.861
63 C -0.744 10.591 6.211
64 Cl -0.387 12.192 6.861
65 Cl 0.291 9.390 7.000
66 Cl -2.440 10.194 6.513
67 Cl -0.439 10.580 4.468
68 C -2.110 4.829 -2.189
69 Cl -1.354 5.560 -0.769
70 Cl -2.890 3.310 -1.719
71 Cl -3.317 5.933 -2.854
72 Cl -0.877 4.491 -3.410
73 C -1.011 -5.910 8.407
74 Cl 0.222 -5.258 9.487
75 Cl -0.939 -7.674 8.422
76 Cl -2.610 -5.379 8.941
77 Cl -0.718 -5.323 6.759
78 C 9.289 2.884 -11.243
79 Cl 8.362 3.178 -9.766
80 Cl 8.952 4.169 -12.409
81 Cl 11.016 2.867 -10.867
82 Cl 8.820 1.324 -11.933

Forces on atoms 1 to 2 (eV/Å):
C -0.8 -0.6 -0.6
P 0.5 1.1 1.5

Computed properties:
HOMO energy: -11.74 eV
frontier orbital gap: 7.2 eV
total energy: -684265.598 eV
total charge: +1
strongest force on any atom: 2.74 eV Å⁻¹

***

This record from the Open Molecules 2025 dataset describes a structure of composition C18H9Cl5N2NiO. The level of theory is ωB97M-V/def2-TZVPD.

Geometry (Å):
1 Ni 0.010 0.208 -0.002
2 Cl 5.738 4.208 0.001
3 C 4.127 3.600 0.001
4 C 3.897 2.230 0.000
5 Cl 5.194 1.101 -0.002
6 C 2.593 1.776 -0.001
7 Cl 2.192 0.084 -0.002
8 C 1.469 2.604 0.000
9 O 0.270 2.113 0.000
10 C 1.730 3.985 0.002
11 Cl 0.371 5.043 0.003
12 C 3.030 4.470 0.002
13 Cl 3.301 6.168 0.004
14 C -4.962 2.974 -0.001
15 C -5.290 1.615 0.000
16 C -4.306 0.660 0.000
17 C -2.922 1.046 0.000
18 C -2.611 2.437 -0.001
19 C -3.621 3.366 -0.001
20 N -1.952 0.117 0.000
21 N -2.490 -1.180 0.001
22 C -1.537 -2.073 0.000
23 C -1.888 -3.463 0.002
24 C -0.900 -4.401 0.001
25 C 0.453 -4.005 0.000
26 C 0.806 -2.654 -0.001
27 C -0.152 -1.660 -0.001
28 H -5.745 3.720 -0.001
29 H -6.328 1.310 0.001
30 H -4.545 -0.388 0.001
31 H -1.582 2.751 -0.002
32 H -3.365 4.417 -0.002
33 H -2.935 -3.735 0.003
34 H -1.153 -5.453 0.002
35 H 1.230 -4.758 0.000
36 H 1.863 -2.412 -0.002

Forces on atoms 1 to 2 (eV/Å):
Ni -0.7 -0.1 0.0
Cl 0.0 0.0 0.0

Computed properties:
HOMO energy (spin up / spin down): -7.41 / -8.30 eV
multiplicity: 3
frontier orbital gap (spin up / spin down): 7.8 / 5.4 eV
total energy: -127492.463 eV
strongest force on any atom: 0.73 eV Å⁻¹
expectation value of S²: 2.078

***

This record from the Open Molecules 2025 dataset describes a structure of composition C18H9GaI2N4O4. The level of theory is ωB97M-V/def2-TZVPD.

Geometry (Å):
1 Ga -0.162 0.047 -0.295
2 I 1.148 3.605 -3.562
3 C -0.025 3.739 -1.828
4 C -0.565 4.955 -1.403
5 C -1.338 5.027 -0.272
6 I -2.111 6.912 0.305
7 C -1.598 3.877 0.504
8 C -2.365 3.810 1.683
9 C -2.500 2.614 2.344
10 C -1.879 1.467 1.837
11 N -1.169 1.504 0.734
12 C -1.020 2.660 0.061
13 C -0.234 2.571 -1.121
14 O 0.259 1.410 -1.493
15 H -0.366 5.847 -1.978
16 H -2.841 4.705 2.056
17 H -3.074 2.551 3.254
18 H -1.958 0.506 2.328
19 O 0.693 -1.321 -1.776
20 C 0.735 -2.590 -1.201
21 C 1.917 -3.311 -1.151
22 C 1.954 -4.530 -0.496
23 C 0.802 -5.056 0.064
24 C -0.390 -4.359 -0.028
25 C -0.430 -3.108 -0.635
26 C -1.712 -2.330 -0.621
27 O -2.782 -2.854 -0.773
28 O -1.588 -1.040 -0.357
29 H 1.496 -1.140 -2.288
30 H 2.812 -2.909 -1.606
31 H 2.890 -5.063 -0.419
32 H 0.838 -6.005 0.574
33 H -1.303 -4.765 0.384
34 N 5.186 -2.673 1.541
35 C 4.205 -2.084 1.646
36 N 3.109 -1.431 1.825
37 C 2.169 -0.917 1.253
38 N 1.196 -0.320 0.910

Forces on atoms 1 to 2 (eV/Å):
Ga 0.3 0.4 0.0
I -0.2 0.2 0.3

Computed properties:
HOMO energy: -8.62 eV
relative energy (zero: lowest compared OMol25 entry of this formula, charge and spin): 0.0 kcal per mole
frontier orbital gap: 7.6 eV
total energy: -101542.310 eV
strongest force on any atom: 1.80 eV Å⁻¹

***

This record from the Open Molecules 2025 dataset describes a structure of composition C19H11AgBr2N4O2S. The level of theory is ωB97M-V/def2-TZVPD.

Geometry (Å):
1 Ag -0.208 0.755 1.483
2 Br -2.989 3.438 -2.474
3 C -1.111 3.399 -2.189
4 C -0.294 4.112 -3.064
5 C 1.064 4.126 -2.904
6 Br 2.125 5.117 -4.145
7 C 1.671 3.419 -1.840
8 C 3.060 3.383 -1.583
9 C 3.538 2.665 -0.524
10 C 2.631 1.963 0.287
11 N 1.340 1.979 0.072
12 C 0.836 2.689 -0.958
13 C -0.628 2.652 -1.096
14 O -1.348 2.007 -0.294
15 H -0.748 4.661 -3.878
16 H 3.729 3.934 -2.231
17 H 4.597 2.630 -0.305
18 H 2.973 1.379 1.134
19 S -0.011 -1.435 2.504
20 C 0.305 -1.136 4.212
21 C 0.507 -2.227 5.069
22 C 0.761 -2.048 6.421
23 C 0.821 -0.771 6.966
24 C 0.623 0.322 6.129
25 C 0.370 0.145 4.777
26 H 0.461 -3.228 4.654
27 H 0.911 -2.917 7.054
28 H 1.017 -0.629 8.022
29 H 0.660 1.333 6.520
30 H 0.217 1.020 4.156
31 N -2.015 3.851 1.964
32 C -1.114 3.693 2.976
33 O -0.198 2.860 2.868
34 C -1.265 4.539 4.136
35 C -2.302 5.486 4.210
36 N -3.167 6.258 4.273
37 C -0.379 4.412 5.224
38 N 0.341 4.330 6.128
39 H -1.952 3.217 1.176
40 H -2.810 4.454 2.069

Forces on atoms 1 to 2 (eV/Å):
Ag 0.0 0.0 0.1
Br 0.0 0.0 0.0

Computed properties:
HOMO energy: -1.82 eV
relative energy (zero: lowest compared OMol25 entry of this formula, charge and spin): 0.0 kcal per mole
frontier orbital gap: 5.6 eV
total energy: -184860.203 eV
total charge: -2
strongest force on any atom: 0.20 eV Å⁻¹